(1)
DFT (the ωB97M-V functional and the def2-TZVPD basis) results for one molecule with the formula C3H7NOSi in a non-equilibrium geometry.

Properties
* energy relative to the best compared isomer or geometry (same formula, charge and spin): 2.1637 eV
* M: 101.2 g/mol
* calculated total energy: -14637.488 eV
* net charge: 0
* E_LUMO: 0.84 eV

Bonds (Å) are listed after each position.
Cartesian coordinates (Å):
1 C -0.948 -1.253 0.293  C2 1.614, N4 1.341, O5 1.218
2 C -0.553 -0.692 1.755  C1 1.614, C3 1.545, H7 1.008, H8 1.010
3 C 0.434 0.263 1.047  C2 1.545, N4 1.712, H9 1.030, H10 0.991
4 N -0.147 -0.435 -0.405  C1 1.341, C3 1.712, Si6 1.689
5 O -1.601 -2.242 0.015  C1 1.218
6 Si -0.255 0.314 -1.915  N4 1.689, H11 1.390, H12 1.477, H13 1.404
7 H -1.344 -0.283 2.227  C2 1.008
8 H -0.101 -1.382 2.337  C2 1.010
9 H 0.166 1.249 0.922  C3 1.030
10 H 1.399 0.148 1.239  C3 0.991
11 H -1.038 -0.750 -2.347  Si6 1.390
12 H 0.998 0.866 -2.470  Si6 1.477
13 H -0.805 1.577 -1.644  Si6 1.404

(2)
DFT (the ωB97M-V functional and the def2-TZVPD basis) results for one molecule with the formula C3H7NS in a non-equilibrium geometry.

Properties
* energy relative to the best compared isomer or geometry (same formula, charge and spin): 3.7832 eV
* M: 89.2 g/mol
* calculated total energy: -15545.862 eV
* net charge: 0
* E_LUMO (spin up / spin down): 0.36 / 0.35 eV

Bonds (Å) are listed after each position.
Cartesian coordinates (Å):
1 C 1.347 0.200 -0.086  C2 1.512, H6 1.071, H7 1.072
2 C 0.060 0.931 0.225  C1 1.512, N4 1.462, H8 1.097, H9 1.095
3 C -0.339 -1.325 0.131  N4 1.408, H10 1.078, H11 1.081
4 N -0.902 -0.080 -0.211  C2 1.462, C3 1.408, S5 1.733
5 S -2.602 0.124 0.050  N4 1.733, H12 1.341
6 H 1.675 0.164 -1.105  C1 1.071
7 H 2.063 0.016 0.691  C1 1.072
8 H -0.015 1.160 1.295  C2 1.097
9 H -0.097 1.851 -0.349  C2 1.095
10 H -0.608 -2.157 -0.500  C3 1.078
11 H -0.083 -1.544 1.158  C3 1.081
12 H -2.878 0.527 -1.199  S5 1.341

(3)
DFT (the ωB97M-V functional and the def2-TZVPD basis) results for one molecule with the formula C3H7NS in a non-equilibrium geometry.

Properties
* energy relative to the best compared isomer or geometry (same formula, charge and spin): 1.0823 eV
* M: 89.2 g/mol
* calculated total energy: -15548.563 eV
* net charge: 0
* E_LUMO: 1.02 eV

Bonds (Å) are listed after each position.
Cartesian coordinates (Å):
1 C -0.649 0.497 -0.513  C2 1.511, H6 1.094, H7 1.111, N11 1.483
2 C 0.079 -0.244 0.584  C1 1.511, C3 1.471, H8 1.111, S12 1.792
3 C 0.457 -1.663 0.662  C2 1.471, H9 1.067, H10 1.143, S12 1.704
4 H 0.304 1.915 -1.583  N11 0.973
5 H 0.312 2.168 0.030  N11 1.006
6 H -1.723 0.547 -0.314  C1 1.094
7 H -0.672 0.063 -1.535  C1 1.111
8 H -0.196 -0.008 1.633  C2 1.111
9 H 0.348 -2.132 1.614  C3 1.067
10 H 0.166 -2.374 -0.185  C3 1.143
11 N -0.233 1.897 -0.771  C1 1.483, H4 0.973, H5 1.006
12 S 1.809 -0.666 0.377  C2 1.792, C3 1.704

(4)
DFT (the ωB97M-V functional and the def2-TZVPD basis) results for a 2-piece molecular cluster, C3H7NS overall in a non-equilibrium geometry.

Properties
* energy relative to the best compared isomer or geometry (same formula, charge and spin): 5.1903 eV
* M: 89.2 g/mol
* calculated total energy: -15544.455 eV
* net charge: 0
* E_LUMO (spin up / spin down): 0.31 / 0.16 eV

Bonds (Å) are listed after each position.
Cartesian coordinates (Å):
1 C -0.157 0.296 0.569  C3 1.470, N4 1.413, S5 1.788
2 C 0.375 -0.061 -1.942  H6 1.044, H7 1.056, H8 1.019
3 C 0.201 -0.947 1.265  C1 1.470, H9 1.141, H10 1.107, H11 1.152
4 N -1.182 1.241 0.800  C1 1.413, S5 1.797, H12 1.125
5 S 0.472 1.927 0.945  C1 1.788, N4 1.797
6 H 1.035 0.584 -1.453  C2 1.044
7 H -0.439 0.432 -2.401  C2 1.056
8 H 0.475 -1.055 -2.137  C2 1.019
9 H 1.073 -1.559 0.857  C3 1.141
10 H -0.672 -1.628 1.277  C3 1.107
11 H 0.519 -0.795 2.362  C3 1.152
12 H -1.701 1.564 -0.144  N4 1.125

(5)
DFT (the ωB97M-V functional and the def2-TZVPD basis) results for a 2-piece molecular cluster, C3H7NS overall in a non-equilibrium geometry.

Properties
* energy relative to the best compared isomer or geometry (same formula, charge and spin): 5.0180 eV
* M: 89.2 g/mol
* calculated total energy: -15544.627 eV
* net charge: 0
* E_LUMO (spin up / spin down): 0.23 / 0.16 eV

Bonds (Å) are listed after each position.
Cartesian coordinates (Å):
1 C 0.317 -0.182 -0.502  C3 1.494, N4 1.413, S5 1.664
2 C -1.031 1.410 0.779  H6 1.163, H7 1.111, H8 1.112
3 C -0.203 -1.540 -0.160  C1 1.494, H9 1.141, H10 1.175, H11 1.049
4 N 1.693 0.078 -0.310  C1 1.413, S5 1.734, H12 1.067
5 S 1.084 0.196 -1.929  C1 1.664, N4 1.734
6 H -0.436 2.368 0.499  C2 1.163
7 H -0.561 1.041 1.715  C2 1.111
8 H -2.020 1.212 0.309  C2 1.112
9 H -1.338 -1.639 -0.234  C3 1.141
10 H 0.304 -1.911 0.833  C3 1.175
11 H 0.276 -2.136 -0.878  C3 1.049
12 H 1.916 1.104 -0.121  N4 1.067

(6)
DFT (the ωB97M-V functional and the def2-TZVPD basis) results for one molecule with the formula C3H7NS2 in a non-equilibrium geometry.

Properties
* energy relative to the best compared isomer or geometry (same formula, charge and spin): 1.3100 eV
* M: 121.2 g/mol
* calculated total energy: -26383.865 eV
* net charge: 0
* E_LUMO: 0.84 eV

Bonds (Å) are listed after each position.
Cartesian coordinates (Å):
1 C 2.121 1.045 0.530  H4 1.106, H5 1.083, H6 1.096, S12 1.782
2 C -0.372 1.327 -0.528  H7 1.047, N11 1.282, S12 1.725
3 C -1.723 -1.831 0.113  H8 1.150, H9 1.119, H10 1.097, S13 1.845
4 H 1.899 0.216 1.227  C1 1.106
5 H 3.074 1.475 0.812  C1 1.083
6 H 2.321 0.579 -0.442  C1 1.096
7 H -1.288 1.786 -0.740  C2 1.047
8 H -2.375 -2.727 -0.194  C3 1.150
9 H -2.196 -1.177 0.890  C3 1.119
10 H -0.755 -2.280 0.364  C3 1.097
11 N -0.115 0.108 -0.833  C2 1.282, S13 1.718
12 S 0.875 2.275 0.194  C1 1.782, C2 1.725
13 S -1.465 -0.796 -1.393  C3 1.845, N11 1.718

(7)
DFT (the ωB97M-V functional and the def2-TZVPD basis) results for one molecule with the formula C3H7NS4 in a non-equilibrium geometry.

Properties
* energy relative to the best compared isomer or geometry (same formula, charge and spin): 1.1624 eV
* M: 185.4 g/mol
* calculated total energy: -48053.723 eV
* net charge: 0
* E_LUMO: 0.04 eV

Bonds (Å) are listed after each position.
Cartesian coordinates (Å):
1 C -0.615 -0.808 -0.439  C2 1.622, N4 1.426, H9 1.150, H10 1.134
2 C 0.368 -1.704 0.489  C1 1.622, S5 1.865, H11 1.143, H12 1.117
3 C -0.803 1.614 -0.671  N4 1.344, S6 1.809, S7 1.674
4 N -0.065 0.507 -0.482  C1 1.426, C3 1.344, S8 1.776
5 S 0.331 -0.907 2.175  C2 1.865, H14 1.291
6 S 0.190 3.124 -0.753  C3 1.809, H13 1.261
7 S -2.475 1.682 -0.603  C3 1.674
8 S 1.664 0.456 -0.886  N4 1.776, H15 1.284
9 H -0.723 -1.507 -1.346  C1 1.150
10 H -1.563 -0.800 0.183  C1 1.134
11 H -0.255 -2.661 0.462  C2 1.143
12 H 1.443 -1.850 0.225  C2 1.117
13 H -0.767 3.809 -1.205  S6 1.261
14 H 1.200 -1.776 2.572  S5 1.291
15 H 2.070 0.820 0.277  S8 1.284

(8)
DFT (the ωB97M-V functional and the def2-TZVPD basis) results for a 2-piece molecular cluster, C3H7O overall.

Properties
* energy relative to the best compared isomer or geometry (same formula, charge and spin): 1.0489 eV
* M: 59.1 g/mol
* calculated total energy: -5270.640 eV
* net charge: -1
* E_LUMO: 4.91 eV

Bonds (Å) are listed after each position.
Cartesian coordinates (Å):
1 O 0.302 -2.547 -0.977  H2 0.980, H7 0.971
2 H 0.110 -2.404 -0.026  O1 0.980
3 C 0.164 -0.054 1.121  C4 1.402, H6 1.090, H8 1.088
4 C -0.538 0.667 0.145  C3 1.402, C5 1.379, H9 1.096
5 C -0.164 1.797 -0.552  C4 1.379, H10 1.080, H11 1.078
6 H -0.314 -0.780 1.779  C3 1.090
7 H 0.737 -1.690 -1.114  O1 0.971
8 H 1.012 0.450 1.581  C3 1.088
9 H -1.449 0.148 -0.174  C4 1.096
10 H -0.570 2.057 -1.519  C5 1.080
11 H 0.712 2.356 -0.263  C5 1.078

(9)
DFT (the ωB97M-V functional and the def2-TZVPD basis) results for an isolated ion of composition C3H7O2 and charge -1 in a non-equilibrium geometry.

Properties
* energy relative to the best compared isomer or geometry (same formula, charge and spin): 2.5756 eV
* M: 75.1 g/mol
* calculated total energy: -7318.376 eV
* net charge: -1
* E_LUMO: 4.59 eV

Bonds (Å) are listed after each position.
Cartesian coordinates (Å):
1 C -1.760 -0.950 0.152  O2 1.433, H3 1.158, H4 1.007, H5 1.108
2 O -0.416 -0.828 -0.332  C1 1.433, C7 1.631
3 H -2.599 -0.953 -0.646  C1 1.158
4 H -1.911 -1.755 0.737  C1 1.007
5 H -1.772 -0.029 0.767  C1 1.108
6 O 0.058 1.085 1.246  C7 1.303
7 C 0.256 0.608 0.050  O2 1.631, O6 1.303, C8 1.621, H9 1.154
8 C 1.838 0.444 -0.266  C7 1.621, H10 1.069, H11 1.088, H12 1.149
9 H -0.199 1.232 -0.808  C7 1.154
10 H 1.966 -0.034 -1.213  C8 1.069
11 H 2.198 -0.289 0.454  C8 1.088
12 H 2.341 1.469 -0.141  C8 1.149

Copy entry 1 word for word.
DFT (the ωB97M-V functional and the def2-TZVPD basis) results for one molecule with the formula C3H7NOSi in a non-equilibrium geometry.

Properties
* energy relative to the best compared isomer or geometry (same formula, charge and spin): 2.1637 eV
* M: 101.2 g/mol
* calculated total energy: -14637.488 eV
* net charge: 0
* E_LUMO: 0.84 eV

Bonds (Å) are listed after each position.
Cartesian coordinates (Å):
1 C -0.948 -1.253 0.293  C2 1.614, N4 1.341, O5 1.218
2 C -0.553 -0.692 1.755  C1 1.614, C3 1.545, H7 1.008, H8 1.010
3 C 0.434 0.263 1.047  C2 1.545, N4 1.712, H9 1.030, H10 0.991
4 N -0.147 -0.435 -0.405  C1 1.341, C3 1.712, Si6 1.689
5 O -1.601 -2.242 0.015  C1 1.218
6 Si -0.255 0.314 -1.915  N4 1.689, H11 1.390, H12 1.477, H13 1.404
7 H -1.344 -0.283 2.227  C2 1.008
8 H -0.101 -1.382 2.337  C2 1.010
9 H 0.166 1.249 0.922  C3 1.030
10 H 1.399 0.148 1.239  C3 0.991
11 H -1.038 -0.750 -2.347  Si6 1.390
12 H 0.998 0.866 -2.470  Si6 1.477
13 H -0.805 1.577 -1.644  Si6 1.404

- Which value of energy relative to the best compared isomer or geometry (same formula, charge and spin) does entry 1 give?
  2.1637 eV